w.
Formula: C32H54BaN5O6P2SSi3
Source: the Open Molecules 2025 dataset
Level of theory: the ωB97M-V functional and the def2-TZVPD basis

```
! wB97M-V def2-TZVPD RIJCOSX def2/J DEFGRID3
* xyz -1 1
Ba 0.0738 0.3255 -0.3755
N 4.5489 -0.5215 2.4465
C 4.1707 0.3071 1.2309
C 5.4184 0.8450 0.5547
P 3.2268 -0.9145 0.2370
O 4.4416 -1.9010 -0.2305
O 2.4140 -1.6184 1.2704
O 2.6114 -0.2834 -0.9675
P 3.0610 1.7156 1.8276
O 3.0924 1.3984 3.4453
O 3.7876 2.9666 1.5537
O 1.6661 1.4355 1.3838
H 5.3911 -1.0672 2.2732
H 3.7518 -1.1710 2.5882
H 4.6322 0.0681 3.2768
H 6.0917 0.0327 0.2684
H 5.9303 1.5688 1.1893
H 5.1160 1.3759 -0.3470
H 4.3978 -2.0311 -1.1855
H 2.2161 1.0561 3.6917
C -2.3614 0.1662 -3.6468
Si -2.3798 1.9572 -3.0445
C -3.9019 2.0129 -1.9055
C -2.9112 2.9666 -4.5646
C -0.8441 2.5259 -2.2387
Si 0.5870 2.7725 -3.3565
C 2.2712 2.6656 -2.4974
C 0.5942 4.4446 -4.2627
C 0.6966 1.4803 -4.7337
Si -1.1102 3.9181 -1.1137
C -2.0854 5.3967 -1.8053
C 0.4325 4.6874 -0.3466
C -2.1180 3.3917 0.4365
C -3.0356 4.2348 1.0683
C -3.7075 3.8153 2.2029
C -3.4444 2.5495 2.7014
C -2.5192 1.7643 2.0326
N -1.8791 2.1627 0.9325
H -3.3347 -0.0718 -4.0901
H -2.1669 -0.5484 -2.8408
H -1.5953 -0.0245 -4.3988
H -4.7531 1.5871 -2.4475
H -4.1765 3.0258 -1.6008
H -3.7587 1.4321 -0.9911
H -3.8792 2.6166 -4.9381
H -2.1861 2.8663 -5.3776
H -2.9991 4.0305 -4.3320
H 2.3021 3.1521 -1.5212
H 3.0349 3.1360 -3.1254
H 2.5602 1.6230 -2.3485
H 0.7000 5.2783 -3.5625
H -0.3291 4.6004 -4.8272
H 1.4350 4.4932 -4.9624
H 0.7431 0.4688 -4.3208
H 1.6109 1.6470 -5.3116
H -0.1480 1.5241 -5.4259
H -1.6029 5.7463 -2.7214
H -2.1029 6.2349 -1.1015
H -3.1174 5.1385 -2.0563
H 1.0803 5.1312 -1.1069
H 1.0271 3.9710 0.2229
H 0.1303 5.4853 0.3388
H -3.2233 5.2182 0.6563
H -4.4262 4.4636 2.6910
H -3.9396 2.1706 3.5860
H -2.2726 0.7727 2.3934
N 0.2854 -2.9627 3.2062
C 1.4887 -2.7382 3.9001
C 2.4770 -3.7087 3.9016
C 3.6512 -3.5147 4.6164
C 3.8519 -2.3357 5.3184
C 2.8775 -1.3431 5.2814
C 1.6954 -1.5461 4.5869
S 0.4520 -0.2916 4.5563
N -0.5442 -0.7330 3.2626
C -0.5365 -1.9190 2.8055
C -1.5929 -2.3002 1.8165
C -2.2125 -3.5410 1.9084
C -3.2092 -3.8483 0.9974
C -3.5434 -2.9187 0.0294
C -2.8664 -1.7083 0.0176
N -1.9254 -1.3950 0.9009
H 0.3524 -3.6974 2.5136
H 2.3283 -4.6152 3.3272
H 4.4086 -4.2876 4.6173
H 4.7590 -2.1820 5.8890
H 3.0331 -0.4039 5.8007
H -1.9265 -4.2389 2.6837
H -3.7127 -4.8055 1.0413
H -4.2986 -3.1226 -0.7163
H -3.0854 -0.9622 -0.7377
C 0.9566 -4.3390 -2.7405
C 0.8256 -3.2484 -1.6644
C 0.5550 -3.9136 -0.3156
C -0.2378 -2.1851 -1.9677
H 1.7530 -5.0633 -2.5179
H 1.1621 -3.8905 -3.7147
H 0.0131 -4.8886 -2.8271
H 1.8053 -2.7541 -1.5952
H -0.4568 -4.3353 -0.3127
H 0.6351 -3.1643 0.4763
H 1.2667 -4.7190 -0.0934
H -1.1862 -2.7427 -2.1190
H -0.0090 -1.7778 -2.9716
*
```

Molecular weight (g/mol): 920.41
HOMO energy (eV): -3.2
Gap between HOMO and LUMO (eV): 5.17
E_LUMO (eV): 1.94


x.
Formula: C32H54BaN5O6P2SSi3
Source: the Open Molecules 2025 dataset
Level of theory: the ωB97M-V functional and the def2-TZVPD basis

```
! wB97M-V def2-TZVPD RIJCOSX def2/J DEFGRID3
* xyz -1 1
Ba 0.6800 -0.6024 0.3401
N -2.6805 -3.8009 -0.1081
C -1.2105 -3.7917 0.2757
C -0.8191 -5.2420 0.5804
P -0.2564 -3.3202 -1.2580
O -1.0481 -1.9543 -1.7068
O -0.4999 -4.4201 -2.2165
O 1.0997 -2.8693 -0.8007
P -1.2662 -2.8588 1.9079
O 0.2285 -3.0636 2.4923
O -2.3143 -3.5915 2.6639
O -1.3345 -1.4036 1.6075
H -2.8424 -4.4912 -0.8426
H -2.9776 -2.8717 -0.4389
H -3.2159 -4.0143 0.7460
H -1.0145 -5.8819 -0.2813
H -1.3539 -5.6067 1.4592
H 0.2522 -5.2818 0.7759
H -0.6030 -1.5252 -2.4664
H 0.3081 -3.7719 3.1439
C -4.0843 -0.7695 -0.0187
Si -3.9723 1.1165 0.3221
C -3.3289 1.7693 -1.3374
C -5.7768 1.7090 0.3971
C -2.9085 1.5911 1.6756
Si -3.2477 0.9331 3.3312
C -4.4868 -0.5075 3.3496
C -4.0584 2.2222 4.4775
C -1.7574 0.2772 4.3144
Si -1.9367 3.0792 1.6055
C -2.9145 4.7071 1.5023
C -0.7248 3.3104 3.0415
C -0.6714 3.2655 0.1471
C -0.6192 4.4114 -0.6515
C 0.4333 4.6187 -1.5264
C 1.4367 3.6677 -1.5937
C 1.3123 2.5398 -0.8006
N 0.2957 2.3276 0.0385
H -3.8359 -1.3292 0.8833
H -5.0679 -1.0772 -0.3855
H -3.3357 -0.9642 -0.7959
H -3.9037 1.3586 -2.1737
H -2.2946 1.4230 -1.4123
H -3.3256 2.8592 -1.4207
H -6.3472 1.3918 -0.4823
H -5.8009 2.8018 0.4462
H -6.2927 1.3366 1.2861
H -5.3254 -0.3755 2.6617
H -4.9005 -0.5976 4.3592
H -3.9921 -1.4526 3.1137
H -5.0488 2.4876 4.0945
H -3.4786 3.1467 4.5430
H -4.1799 1.8302 5.4927
H -1.7415 -0.8139 4.2776
H -1.8083 0.5808 5.3646
H -0.8112 0.6330 3.9045
H -3.6334 4.7193 2.3258
H -3.4962 4.7645 0.5759
H -2.2941 5.6051 1.5781
H -1.1955 3.1734 4.0169
H -0.2941 4.3158 3.0109
H 0.0984 2.5964 2.9624
H -1.4041 5.1510 -0.5631
H 0.4770 5.5148 -2.1357
H 2.2960 3.7887 -2.2406
H 2.0852 1.7757 -0.8010
N 3.6581 -0.8691 -3.2937
C 4.4876 -1.9819 -3.0344
C 5.7513 -1.7888 -2.5059
C 6.5802 -2.8739 -2.2524
C 6.1368 -4.1560 -2.5244
C 4.8627 -4.3482 -3.0453
C 4.0370 -3.2682 -3.3124
S 2.4398 -3.5585 -4.0008
N 1.6692 -2.0536 -3.8692
C 2.3116 -0.9956 -3.5864
C 1.5732 0.2939 -3.7487
C 2.1687 1.3232 -4.4720
C 1.4101 2.4361 -4.7944
C 0.0943 2.4861 -4.3760
C -0.3996 1.4318 -3.6217
N 0.3201 0.3602 -3.2975
H 3.9118 -0.0180 -2.8166
H 6.0819 -0.7821 -2.2775
H 7.5622 -2.7102 -1.8294
H 6.7700 -5.0098 -2.3225
H 4.5010 -5.3503 -3.2427
H 3.1850 1.2158 -4.8259
H 1.8420 3.2416 -5.3748
H -0.5438 3.3296 -4.5995
H -1.4119 1.4603 -3.2423
C 5.3036 0.1714 2.4496
C 4.0837 -0.4058 1.7186
C 4.5603 -1.1571 0.4748
C 3.0220 0.6268 1.3276
H 6.0256 -0.6002 2.7455
H 4.9912 0.7132 3.3444
H 5.8177 0.8860 1.7977
H 3.6336 -1.1474 2.3984
H 4.9492 -0.4336 -0.2516
H 3.7475 -1.7067 -0.0118
H 5.3629 -1.8721 0.6850
H 3.5441 1.3930 0.7234
H 2.6887 1.1685 2.2306
*
```

Molecular weight (g/mol): 920.41
HOMO energy (eV): -3.8
Gap between HOMO and LUMO (eV): 5.76
E_LUMO (eV): 1.99


Which of them is most stable? Easy: w.


w.
Formula: C3H12O4
Source: the Open Molecules 2025 dataset
Level of theory: the ωB97M-V functional and the def2-TZVPD basis

```
! wB97M-V def2-TZVPD RIJCOSX def2/J DEFGRID3
* xyz 0 1
C -0.2167 -0.8856 -0.6641
C 0.3686 -0.6286 0.5107
C -0.3243 -0.7786 1.8162
O 1.6682 -0.2020 0.6019
H -1.1897 -1.3527 -0.7295
H 0.3311 -0.7721 -1.5995
H -1.2946 -1.2403 1.6099
H -0.5555 0.1769 2.3159
H 0.3024 -1.3115 2.5328
H 2.0919 -0.4174 -0.2381
O -1.4671 2.0697 -0.2924
H -1.1408 2.9652 -0.1698
H -0.6876 1.4927 -0.4025
O 3.3520 -0.1083 -1.9175
H 3.7575 0.3793 -2.6416
H 3.8686 -0.9182 -1.8580
O -3.2939 -0.1280 0.4255
H -2.9549 0.6826 0.0264
H -4.1750 0.0878 0.7570
*
```

Molecular weight (g/mol): 112.12
HOMO energy (eV): -8.6
Gap between HOMO and LUMO (eV): 9.06
E_LUMO (eV): 0.42


x.
Formula: C3H12O4
Source: the Open Molecules 2025 dataset
Level of theory: the ωB97M-V functional and the def2-TZVPD basis

```
! wB97M-V def2-TZVPD RIJCOSX def2/J DEFGRID3
* xyz 0 1
C 3.0420 -0.9523 -1.1048
C 1.7946 -0.2012 -0.8276
C 0.7957 -0.8772 -0.2388
O -0.4829 -0.3003 -0.1427
H 3.8233 -0.3501 -1.5363
H 2.8146 -1.8216 -1.7060
H 3.4818 -1.4146 -0.2214
H 1.7242 0.8807 -0.7862
H 0.9424 -1.8252 0.2685
H -0.4609 0.2872 0.6505
O -3.3195 -1.7336 1.9784
H -3.1393 -0.7855 2.0998
H -2.4795 -2.1014 2.2657
O -0.7674 2.1478 -1.2925
H -0.3927 2.5249 -2.0967
H -0.7453 1.1995 -1.5007
O -2.1309 1.3874 1.5303
H -1.9055 1.8201 0.6888
H -2.5946 2.1155 1.9718
*
```

Molecular weight (g/mol): 112.12
HOMO energy (eV): -9.2
Gap between HOMO and LUMO (eV): 9.80
E_LUMO (eV): 0.59


y.
Formula: C3H12O4
Source: the Open Molecules 2025 dataset
Level of theory: the ωB97M-V functional and the def2-TZVPD basis

```
! wB97M-V def2-TZVPD RIJCOSX def2/J DEFGRID3
* xyz 0 1
C -2.0062 0.8846 0.7575
C -0.7106 1.2943 0.0040
C 0.5069 0.5735 0.4604
O 1.6447 0.6571 -0.1536
H -1.9748 -0.2775 0.7829
H -2.8945 1.2225 0.2719
H -1.9454 1.1624 1.8449
H -0.8400 1.1564 -1.0879
H -0.4506 2.3588 0.1976
H 0.5092 0.2216 1.5525
O 1.4684 -2.5313 -0.1333
H 1.9336 -1.7204 -0.0532
H 0.9379 -2.4625 -0.9232
O 0.2776 -2.2875 2.4447
H 0.7740 -2.5700 1.6897
H -0.2454 -3.0729 2.7101
O 0.6998 1.5029 -3.4911
H 0.9372 2.1911 -4.1032
H 1.3782 1.6966 -2.7705
*
```

Molecular weight (g/mol): 112.12
HOMO energy (eV): -10.2
Gap between HOMO and LUMO (eV): 10.65
E_LUMO (eV): 0.47


z.
Formula: C3H12O4
Source: the Open Molecules 2025 dataset
Level of theory: the ωB97M-V functional and the def2-TZVPD basis

```
! wB97M-V def2-TZVPD RIJCOSX def2/J DEFGRID3
* xyz 0 1
C -0.7195 -0.2104 -0.5936
C -0.3202 -0.1706 0.6755
C 0.4336 -1.1247 1.4644
O -0.7036 1.0485 1.2831
H -0.6916 -0.9066 -1.4195
H -1.0702 0.7766 -0.9097
H 0.4031 -2.0806 0.9221
H 1.4511 -0.7290 1.5233
H -0.0503 -1.3544 2.4191
H 0.0905 1.2524 1.7835
O -0.8692 3.5969 -1.2794
H -0.9960 3.0814 -2.0847
H -1.2212 3.1794 -0.5020
O -1.7355 -2.5318 0.4341
H -2.4866 -1.9439 0.3564
H -1.9776 -3.4632 0.4597
O 3.6985 -0.6651 -1.4802
H 3.2223 -0.3724 -2.2725
H 3.7609 0.2423 -1.1586
*
```

Molecular weight (g/mol): 112.12
HOMO energy (eV): -8.9
Gap between HOMO and LUMO (eV): 9.44
E_LUMO (eV): 0.54


Which of them is most stable? Easy: w.


w.
Formula: C3H12O4
Source: the Open Molecules 2025 dataset
Level of theory: the ωB97M-V functional and the def2-TZVPD basis

```
! wB97M-V def2-TZVPD RIJCOSX def2/J DEFGRID3
* xyz 0 1
C -0.0576 2.4857 -0.9922
C 0.4449 1.5111 -1.7380
C 0.8939 0.1558 -1.1854
O 1.4393 0.3438 0.1264
H -0.5786 3.3836 -1.2907
H -0.0118 2.3932 0.0853
H 0.5831 1.6158 -2.8004
H 0.0566 -0.5443 -1.2089
H 1.6714 -0.2431 -1.8361
H 1.4688 -0.5325 0.5411
O -0.9267 0.2921 1.4865
H -0.9043 0.3099 2.4354
H -0.0481 0.5857 1.1174
O -1.9637 -1.8613 0.1700
H -2.7288 -1.3292 -0.1162
H -1.5260 -1.0710 0.5787
O 0.9407 -2.1690 1.6416
H 1.0315 -3.0602 1.9706
H 0.2153 -2.2660 1.0150
*
```

Molecular weight (g/mol): 112.12
HOMO energy (eV): -9.8
Gap between HOMO and LUMO (eV): 10.35
E_LUMO (eV): 0.59


x.
Formula: C3H12O4
Source: the Open Molecules 2025 dataset
Level of theory: the ωB97M-V functional and the def2-TZVPD basis

```
! wB97M-V def2-TZVPD RIJCOSX def2/J DEFGRID3
* xyz 0 1
C 1.9778 0.7217 0.2286
O 1.6057 1.4263 -0.8012
C 0.8810 -0.0653 0.7770
C 0.8163 -1.4097 0.9901
H 2.4092 1.4091 0.9964
H 2.8513 0.0747 -0.0634
H -0.6760 -2.9660 -0.9667
H -0.0327 0.4397 0.9934
H -0.2010 -1.7657 1.1323
H 1.6587 -2.0597 1.0997
H 0.4451 0.4427 -1.3489
H -1.0220 -0.0566 -1.4191
O -0.1043 -0.2996 -1.6848
H -2.8916 1.0828 -1.0627
H -0.6102 -3.6301 -0.6451
O -2.2009 0.4452 -0.8663
H -2.3342 -0.4566 2.1650
H -2.0945 0.3117 0.1137
O -1.6972 -0.0088 1.6159
*
```

Molecular weight (g/mol): 112.12
HOMO energy (eV): -9.2
Gap between HOMO and LUMO (eV): 4.35
E_LUMO (eV): -4.83


y.
Formula: C3H12O4
Source: the Open Molecules 2025 dataset
Level of theory: the ωB97M-V functional and the def2-TZVPD basis

```
! wB97M-V def2-TZVPD RIJCOSX def2/J DEFGRID3
* xyz 0 1
C -1.5463 -3.0381 3.3773
C -1.1851 -2.0116 2.6374
C -1.3502 -2.2376 1.1800
O -0.1194 -2.1282 0.5504
H -1.2581 -2.5508 4.4707
H -1.8586 -4.0566 3.4499
H -0.8335 -1.1000 3.0084
H -1.7033 -3.3498 0.9301
H -2.0063 -1.5668 0.6386
H 0.7114 -2.0445 0.8900
O 1.0230 0.9255 -6.7467
H 1.8024 0.6393 -7.1743
H 0.9922 1.7490 -7.0526
O 2.5045 4.2801 -1.7737
H 1.9835 4.9878 -2.2105
H 1.8854 3.8444 -1.0848
O 0.4861 2.8259 1.3119
H 0.0636 3.0087 2.1162
H 0.4089 1.8232 1.4817
*
```

Molecular weight (g/mol): 112.12
HOMO energy (eV): -10.1
Gap between HOMO and LUMO (eV): 10.41
E_LUMO (eV): 0.33


Which of them is most stable? Easy: w.


w.
Formula: C9H13NO3
Source: the Open Molecules 2025 dataset
Level of theory: the ωB97M-V functional and the def2-TZVPD basis

```
! wB97M-V def2-TZVPD RIJCOSX def2/J DEFGRID3
* xyz 0 1
C -1.0698 3.2481 -0.8104
C -1.8659 2.2346 -0.3123
C -3.2065 2.5798 0.2222
C -1.4780 0.8246 -0.3037
C -2.1051 -0.3485 -0.4368
C -1.2134 -1.3610 -0.4795
C 0.0099 -0.8003 -0.4556
O -0.1407 0.5689 -0.3590
H -0.1416 3.1043 -1.4997
H -1.3659 4.3286 -0.8187
H -3.4697 2.0315 1.1603
H -3.2624 3.6442 0.2164
H -4.1212 2.2232 -0.4758
H -3.2024 -0.3622 -0.7070
H -1.4943 -2.3981 -0.7651
H 1.0768 -1.0388 -0.3653
O -1.7365 -3.1480 3.1373
C -2.7989 -3.1538 2.6936
O -3.8674 -3.1752 2.2577
C 4.5958 -1.2408 0.0994
N 5.7237 -1.0317 -0.8718
H 4.5971 -0.3996 0.8552
H 3.6175 -1.1735 -0.4813
H 4.7692 -2.2194 0.4864
H 6.6095 -1.0671 -0.4587
H 5.5402 -1.8698 -1.5279
*
```

Molecular weight (g/mol): 183.21
HOMO energy (eV): -8.2
Gap between HOMO and LUMO (eV): 8.75
E_LUMO (eV): 0.52


x.
Formula: C9H13NO3
Source: the Open Molecules 2025 dataset
Level of theory: the ωB97M-V functional and the def2-TZVPD basis

```
! wB97M-V def2-TZVPD RIJCOSX def2/J DEFGRID3
* xyz 0 1
C 0.1145 2.3663 -0.7187
C -0.2589 0.9246 -0.9581
C -1.7298 0.7272 -0.8153
C -2.2237 0.2978 0.3469
C -1.3608 0.0672 1.5111
C -0.0413 0.0209 1.5318
C 0.6862 0.1381 -0.0306
C 0.8193 -1.3461 -0.5601
C 1.5341 -2.1934 0.5436
O -0.3876 -1.8700 -0.9587
N 2.0706 0.7093 0.1912
O 2.3795 1.2362 1.2367
O 2.8129 0.6082 -0.7583
H 1.0617 2.7022 -0.9914
H -0.1817 2.4999 0.2429
H -0.5742 3.1230 -1.3979
H 0.1733 0.7333 -1.8919
H -2.3112 0.9724 -1.6041
H -3.2524 0.2697 0.3804
H -1.8151 0.0268 2.3964
H 0.4431 -0.0056 2.5022
H 1.5776 -1.4956 -1.4508
H 1.5226 -1.8118 1.4915
H 2.6846 -2.3151 0.3418
H 1.0940 -3.1427 0.5181
H -1.0399 -1.4355 -0.4312
*
```

Molecular weight (g/mol): 183.21
HOMO energy (eV): -9.3
Gap between HOMO and LUMO (eV): 9.54
E_LUMO (eV): 0.23


Which of them is most stable? Easy: w.


w.
Formula: C4H13NOS2
Source: the Open Molecules 2025 dataset
Level of theory: the ωB97M-V functional and the def2-TZVPD basis

```
! wB97M-V def2-TZVPD RIJCOSX def2/J DEFGRID3
* xyz 0 1
C -1.6419 0.0805 -1.2924
S -2.4102 0.6463 0.2832
S -0.7763 1.4821 1.2133
C -0.9291 0.6743 2.8770
H -1.0090 0.8749 -1.6806
H -1.0456 -0.7908 -1.0369
H -2.4650 -0.0593 -1.9843
H -0.1980 -0.1262 2.9408
H -0.8183 1.4859 3.5850
H -1.9121 0.2171 2.9398
N 0.9671 -2.1413 -0.1672
C 1.9628 -1.8905 -1.1978
C 2.2010 -0.3890 -1.3275
O 3.4651 -0.2488 -2.0210
H 1.1015 -1.5638 0.6515
H 0.9353 -3.1011 0.1556
H 1.6612 -2.2921 -2.1665
H 2.9280 -2.3308 -0.9318
H 2.3087 0.0253 -0.3220
H 1.4578 0.1488 -1.9156
H 3.8415 0.6090 -1.7906
*
```

Molecular weight (g/mol): 155.29
HOMO energy (eV): -8.0
Gap between HOMO and LUMO (eV): 8.65
E_LUMO (eV): 0.61


x.
Formula: C4H13NOS2
Source: the Open Molecules 2025 dataset
Level of theory: the ωB97M-V functional and the def2-TZVPD basis

```
! wB97M-V def2-TZVPD RIJCOSX def2/J DEFGRID3
* xyz 0 1
N -2.0468 -1.6708 -1.4147
C -1.0907 -0.6430 -1.0444
C -1.6348 0.3673 -0.0326
C 0.1501 -1.3207 -0.5080
S -0.0573 -2.0680 1.1153
S 0.8483 1.7916 -1.1789
C 2.1336 2.0400 0.0079
H -2.9736 -1.3346 -1.6228
H -2.0550 -2.3916 -0.7096
H -0.7833 -0.1206 -1.9440
H -1.7678 1.3462 -0.4754
H -2.4869 -0.0224 0.5238
H -0.8725 0.4841 0.7743
H 0.4272 -2.2176 -1.0428
H 1.0015 -0.6069 -0.4636
H 2.7247 2.9212 -0.2921
H 2.8736 1.2396 -0.0110
H 1.6985 2.1752 0.9970
H 0.9816 -0.4782 1.9036
H 1.4738 0.1876 3.1857
O 1.4558 0.3216 2.2321
*
```

Molecular weight (g/mol): 155.29
HOMO energy (eV): -8.2
Gap between HOMO and LUMO (eV): 4.04
E_LUMO (eV): -4.16


Which of them is most stable? Easy: w.